22
Properties=species:S:1:pos:R:3:forces:R:3 method="wB97M-V/def2-TZVPD" homo_lumo_gap_ev="9.5 / 4.5" de_lowest_kj_mol=138.71 spin_multiplicity=2 e_homo_ev="-13.60 / -13.60" total_charge=+1
C -1.81799 0.87074 0.82235 -2.138 1.263 0.122
O -1.89475 2.29109 0.51821 -0.115 -0.485 0.001
C -0.40678 0.42222 0.71944 0.459 -3.252 -4.111
C -0.08720 -1.04020 1.22223 -3.545 -0.789 0.594
C 0.93963 -1.80018 0.41117 -0.108 0.555 0.567
S 0.59848 -3.37035 -0.30643 -0.202 0.138 0.131
H -2.31720 0.73370 1.78387 0.365 -0.206 0.264
H -2.53975 0.39971 0.08268 1.254 0.329 0.681
H -1.60340 2.83621 1.26316 -0.094 -0.354 0.005
H 0.35153 1.00245 1.16852 0.425 1.324 0.285
H -0.25334 0.39158 -0.49969 0.203 0.362 3.043
H -1.04152 -1.70515 1.39331 1.221 1.235 -0.985
H 0.15833 -1.00280 2.27794 0.843 0.150 0.092
H 1.29557 -1.19544 -0.42271 0.280 0.294 -0.559
H 1.80606 -1.91015 1.03428 0.975 -0.489 0.069
H -0.75378 -3.29168 -0.27877 0.024 -0.057 -0.034
H 1.42370 1.62374 -1.86805 -0.667 0.461 -0.520
H 2.12059 2.07804 -0.66582 -0.270 2.386 2.416
O 2.19857 1.47784 -1.34222 0.906 -2.898 -1.891
H -0.94532 2.88278 -0.75400 2.021 1.292 -1.539
H -0.06428 4.14910 -1.16578 0.145 2.463 0.524
O -0.17618 3.25832 -1.36314 -1.982 -3.719 0.844